# C38H102N4O15

A cluster of 11 separate species, C38H102N4O15 in total (the ωB97M-V functional and the def2-TZVPD basis, OMol25).

Its LUMO energy is 0.540 eV. The value obtained for the energy is -2856.30567 Ha. As for the HOMO energy: -8.77 eV. Its energy above the lowest of the compared OMol25 structures with the same formula, charge and spin is 1.244 eV. The structure (SMILES) is COCCNCCOC.COCCNCCOC.COCCNCCOC.COCCNCCOC.CCO.CCO.CCO.CCO.CCO.CCO.CCO.

Geometry as ORCA input:
```
! wB97M-V def2-TZVPD RIJCOSX def2/J DEFGRID3
* xyz 0 1
C 1.581 -2.739 4.256
C 1.727 -3.919 3.305
O 0.860 -3.907 2.190
H 1.800 -1.798 3.713
H 2.254 -2.839 5.076
H 0.594 -2.749 4.720
H 1.555 -4.833 3.842
H 2.728 -3.993 2.874
H -0.032 -4.284 2.480
C -2.056 -4.441 4.500
C -2.734 -5.095 3.338
O -1.658 -5.661 2.589
H -1.800 -3.381 4.260
H -1.139 -4.948 4.736
H -2.630 -4.506 5.421
H -3.264 -4.374 2.709
H -3.429 -5.902 3.726
H -1.907 -5.766 1.651
C -3.355 -3.509 -0.093
C -3.253 -2.148 0.530
O -2.480 -2.118 1.722
H -4.147 -3.533 -0.821
H -3.520 -4.272 0.704
H -2.420 -3.766 -0.584
H -4.251 -1.828 0.801
H -2.919 -1.381 -0.222
H -1.588 -1.853 1.365
C -1.266 0.127 4.464
C -0.701 0.259 5.848
O 0.706 0.345 5.645
H -0.863 -0.779 3.980
H -0.944 0.961 3.855
H -2.347 0.033 4.487
H -0.885 -0.575 6.540
H -1.123 1.124 6.411
H 1.065 -0.021 6.436
C -0.361 0.447 0.120
C 0.712 -0.606 0.400
O 0.152 -1.924 0.288
H -0.760 0.538 -0.923
H -0.011 1.462 0.446
H -1.150 0.190 0.767
H 1.043 -0.389 1.435
H 1.549 -0.395 -0.310
H 0.693 -2.572 0.825
C 2.210 1.821 -2.206
C 2.947 0.753 -3.005
O 3.225 -0.348 -2.122
H 2.785 1.868 -1.278
H 1.156 1.627 -2.032
H 2.335 2.788 -2.713
H 3.840 1.218 -3.372
H 2.520 0.459 -3.955
H 3.560 -1.078 -2.659
C 3.356 -6.094 -0.574
C 4.031 -6.253 -1.953
O 3.292 -5.713 -3.050
H 4.118 -6.422 0.076
H 2.464 -6.732 -0.533
H 3.124 -5.115 -0.191
H 4.191 -7.341 -2.051
H 4.976 -5.668 -1.951
H 2.472 -5.227 -2.724
C 1.855 2.528 3.550
O 3.052 3.053 2.964
C 3.341 2.580 1.600
C 3.943 1.189 1.455
N 5.317 1.093 1.900
C 5.416 0.880 3.354
C 6.847 1.244 3.686
O 7.256 0.904 4.998
C 6.806 1.796 5.964
H 1.041 2.543 2.778
H 1.648 2.993 4.511
H 1.935 1.458 3.682
H 3.972 3.329 1.252
H 2.387 2.637 1.088
H 3.911 0.976 0.363
H 3.359 0.414 2.013
H 5.650 0.244 1.417
H 5.249 -0.144 3.565
H 4.691 1.379 4.017
H 6.978 2.365 3.485
H 7.447 0.655 2.981
H 7.441 1.600 6.796
H 5.819 1.538 6.312
H 6.756 2.804 5.517
C -3.928 5.486 -1.227
O -2.615 5.745 -1.620
C -1.723 5.558 -0.548
C -0.285 5.465 -1.049
N 0.630 5.278 0.032
C 0.904 6.428 0.908
C 2.187 6.313 1.672
O 3.340 6.170 0.830
C 3.717 7.420 0.226
H -4.029 4.456 -0.889
H -4.573 5.721 -2.121
H -4.328 6.148 -0.455
H -2.029 4.668 -0.001
H -1.836 6.393 0.128
H -0.117 6.319 -1.720
H -0.230 4.589 -1.703
H 1.598 4.959 -0.200
H 0.089 6.653 1.573
H 0.916 7.316 0.268
H 2.225 5.387 2.259
H 2.279 7.159 2.392
H 3.992 8.133 1.025
H 2.903 7.903 -0.338
H 4.628 7.287 -0.393
C -2.332 -7.084 -3.798
O -1.828 -5.863 -3.319
C -1.021 -5.847 -2.159
C -0.471 -4.443 -1.978
N 0.605 -4.102 -2.942
C 1.263 -2.809 -2.752
C 0.463 -1.617 -3.306
O 0.305 -1.832 -4.674
C -0.610 -0.922 -5.224
H -2.930 -6.854 -4.695
H -2.943 -7.648 -3.091
H -1.593 -7.822 -4.081
H -0.251 -6.572 -2.292
H -1.605 -6.113 -1.249
H -0.121 -4.281 -0.957
H -1.338 -3.782 -2.123
H 0.259 -4.172 -3.884
H 2.283 -2.921 -3.201
H 1.361 -2.575 -1.684
H 0.891 -0.591 -3.192
H -0.505 -1.571 -2.805
H -0.238 0.115 -5.126
H -1.571 -1.101 -4.749
H -0.675 -1.206 -6.272
C -1.814 1.580 -3.459
O -2.819 1.412 -2.465
C -3.559 0.257 -2.618
C -4.337 0.262 -4.018
N -4.934 1.559 -4.308
C -6.051 1.844 -3.443
C -6.432 3.296 -3.575
O -7.590 3.637 -2.843
C -8.036 4.945 -3.094
H -1.348 2.490 -3.189
H -2.283 1.649 -4.467
H -1.096 0.816 -3.419
H -4.196 0.241 -1.814
H -2.938 -0.655 -2.463
H -5.039 -0.560 -4.006
H -3.725 -0.027 -4.900
H -4.278 2.294 -4.185
H -5.818 1.671 -2.375
H -6.970 1.285 -3.635
H -6.617 3.462 -4.642
H -5.609 3.969 -3.401
H -7.268 5.616 -2.662
H -9.068 5.163 -2.807
H -8.028 5.170 -4.159
*
```

***

# C38H102N4O22

A cluster of 11 separate species, C38H102N4O22 in total (the ωB97M-V functional and the def2-TZVPD basis, OMol25).

Its LUMO energy is 0.192 eV. The value obtained for the energy is -3382.73927 Ha. As for the HOMO energy: -7.83 eV. Its energy above the lowest of the compared OMol25 structures with the same formula, charge and spin is 6.750 eV. The structure (SMILES) is COCCNCCOC.COCCNCCOC.COCCNCCOC.COCCNCCOC.OCCO.OCCO.OCCO.OCCO.OCCO.OCCO.OCCO.

Geometry as ORCA input:
```
! wB97M-V def2-TZVPD RIJCOSX def2/J DEFGRID3
* xyz 0 1
C -5.003 -1.370 0.876
O -5.131 -2.685 0.343
C -5.777 -2.541 -0.934
C -6.452 -3.890 -1.450
N -5.454 -4.986 -1.153
C -4.303 -4.947 -2.081
C -4.683 -5.677 -3.374
O -3.715 -5.413 -4.387
C -3.562 -6.568 -5.201
H -4.733 -0.584 0.172
H -4.151 -1.283 1.550
H -5.927 -1.226 1.437
H -5.094 -2.293 -1.747
H -6.505 -1.729 -0.923
H -6.646 -3.752 -2.514
H -7.443 -4.039 -1.021
H -5.080 -4.885 -0.220
H -3.509 -5.478 -1.556
H -3.893 -4.048 -2.541
H -5.671 -5.376 -3.723
H -4.822 -6.740 -3.177
H -4.450 -7.160 -5.419
H -2.857 -7.297 -4.802
H -3.259 -6.241 -6.196
C 3.437 7.834 1.187
O 3.863 6.575 0.809
C 4.986 6.571 -0.162
C 5.454 5.073 -0.403
N 6.435 4.598 0.679
C 7.740 5.150 0.688
C 8.419 5.184 2.105
O 7.834 6.174 2.891
C 8.342 6.060 4.280
H 2.627 7.634 1.889
H 3.141 8.522 0.395
H 4.304 8.246 1.703
H 5.758 7.282 0.129
H 4.536 7.001 -1.057
H 5.980 5.063 -1.358
H 4.638 4.398 -0.660
H 5.938 5.003 1.460
H 7.736 6.186 0.349
H 8.253 4.510 -0.030
H 9.400 5.549 1.801
H 8.594 4.252 2.640
H 7.733 5.647 5.084
H 8.468 7.038 4.745
H 9.239 5.442 4.230
C 2.883 -2.691 5.982
O 3.984 -3.521 5.816
C 5.076 -2.964 5.244
C 5.070 -3.071 3.672
N 4.134 -2.163 3.095
C 4.078 -2.303 1.689
C 3.234 -1.185 1.087
O 3.813 0.132 1.318
C 3.160 1.102 2.063
H 2.510 -1.858 5.385
H 2.968 -2.040 6.852
H 2.231 -3.455 6.405
H 6.064 -3.338 5.511
H 5.200 -1.916 5.516
H 4.731 -3.981 3.177
H 6.030 -2.863 3.200
H 4.369 -1.199 3.287
H 3.518 -3.213 1.475
H 5.048 -2.286 1.192
H 2.261 -1.292 1.565
H 3.104 -1.204 0.005
H 2.616 0.742 2.936
H 2.352 1.725 1.680
H 3.776 1.891 2.494
C 1.335 4.400 0.147
O 1.370 3.415 -0.991
C 0.278 3.014 -1.777
C -0.725 2.121 -1.162
N -0.358 0.702 -0.973
C -1.404 -0.310 -1.310
C -1.109 -1.748 -0.689
O -0.043 -2.469 -1.381
C 0.270 -3.770 -0.840
H 0.809 3.889 0.954
H 0.772 5.284 -0.151
H 2.325 4.729 0.464
H 0.752 2.783 -2.731
H -0.253 3.883 -2.166
H -1.630 2.194 -1.765
H -1.055 2.536 -0.210
H 0.620 0.511 -0.806
H -1.319 -0.413 -2.392
H -2.391 0.115 -1.129
H -2.000 -2.353 -0.856
H -0.955 -1.658 0.387
H 0.927 -3.622 0.017
H 0.820 -4.380 -1.557
H -0.672 -4.285 -0.650
C -1.664 6.284 -4.397
C -2.221 5.524 -5.586
O -3.075 4.485 -5.084
O -2.549 7.199 -3.953
H -0.721 6.754 -4.679
H -1.451 5.526 -3.643
H -1.479 5.070 -6.242
H -2.786 6.260 -6.158
H -3.132 3.797 -5.751
H -3.292 6.674 -3.646
C -1.444 0.924 2.581
C -1.869 2.396 2.907
O -3.039 2.666 2.042
O -2.265 -0.139 3.015
H -0.480 0.630 2.996
H -1.243 0.821 1.514
H -1.009 3.019 2.663
H -2.069 2.655 3.947
H -3.540 1.858 1.906
H -1.761 -0.951 3.099
C -2.518 -7.752 -0.549
C -2.576 -9.253 -0.411
O -1.599 -10.006 -0.953
O -1.481 -7.356 0.298
H -3.322 -7.066 -0.282
H -2.384 -7.560 -1.614
H -3.463 -9.467 -1.008
H -2.841 -9.471 0.623
H -1.770 -10.950 -0.911
H -1.634 -6.437 0.529
C -0.845 7.586 -0.998
C -1.210 7.236 0.483
O -1.370 8.311 1.369
O 0.345 8.329 -1.019
H -1.687 8.137 -1.418
H -0.648 6.686 -1.581
H -0.350 6.717 0.906
H -2.011 6.507 0.602
H -2.246 8.693 1.277
H 0.536 8.298 -0.078
C 1.352 -9.102 -3.014
C 0.902 -7.632 -2.731
O 1.819 -6.620 -3.228
O 1.849 -9.198 -4.325
H 0.564 -9.845 -2.889
H 2.011 -9.575 -2.286
H 0.890 -7.481 -1.652
H -0.041 -7.376 -3.214
H 2.251 -6.959 -4.016
H 2.399 -9.969 -4.482
C -2.350 -3.868 3.404
C -2.649 -4.645 2.107
O -1.467 -5.199 1.612
O -1.436 -2.714 3.195
H -1.933 -4.598 4.098
H -3.294 -3.507 3.813
H -2.876 -3.894 1.351
H -3.471 -5.352 2.221
H -0.976 -5.494 2.382
H -0.535 -3.029 3.097
C -3.735 5.344 -1.402
C -4.539 4.294 -0.630
O -4.456 3.080 -1.286
O -4.304 5.472 -2.695
H -2.727 4.981 -1.601
H -3.718 6.328 -0.935
H -5.615 4.450 -0.553
H -4.118 4.118 0.360
H -4.790 2.322 -0.801
H -4.155 4.630 -3.131
*
```